DFT (wB97M-V/def2-TZVPD) results for an isolated molecule of C13H20BrN5S in a non-equilibrium geometry.

Last column: natural (NBO) charge in e.
Geometry (Å):
C 1.07 -3.57 4.19  -0.5984
C 0.28 -3.27 2.93  -0.3930
C 1.02 -2.31 2.01  -0.4003
C 0.22 -2.02 0.74  -0.2223
N 0.92 -1.14 -0.15  -0.3817
C 1.05 0.22 -0.10  0.3788
C 0.41 1.08 0.93  -0.4607
C 0.13 2.47 0.37  -0.1966
N -0.75 2.38 -0.76  -0.1698
N -1.94 1.78 -0.61  -0.2993
C -2.53 1.77 -1.79  0.1292
C -3.87 1.19 -2.03  -0.6401
C -1.68 2.38 -2.73  -0.2090
Br -2.02 2.64 -4.56  0.0603
C -0.54 2.76 -2.04  0.1622
C 0.69 3.43 -2.52  -0.6652
N 1.79 0.66 -1.07  -0.3002
N 2.16 -0.44 -1.77  -0.3831
C 1.65 -1.58 -1.24  0.2140
S 1.86 -3.12 -1.76  -0.2612
H 0.53 -4.26 4.83  0.2116
H 2.03 -4.01 3.94  0.2052
H 1.26 -2.65 4.75  0.1997
H 0.09 -4.21 2.39  0.2034
H -0.69 -2.84 3.20  0.1938
H 1.98 -2.75 1.72  0.2164
H 1.22 -1.38 2.54  0.1908
H 0.06 -2.96 0.19  0.2507
H -0.75 -1.58 0.98  0.2077
H -0.54 0.63 1.23  0.2485
H 1.05 1.16 1.80  0.2360
H -0.34 3.09 1.14  0.2171
H 1.06 2.94 0.04  0.2284
H -4.54 1.94 -2.45  0.2268
H -3.81 0.36 -2.73  0.2276
H -4.29 0.83 -1.09  0.2311
H 0.82 4.40 -2.04  0.2238
H 1.56 2.82 -2.29  0.2483
H 0.63 3.58 -3.59  0.2418
H 2.74 -0.37 -2.59  0.4278

Output
Energy relative to the best compared isomer or geometry (same formula, charge and spin)   0.000 eV
Spin multiplicity   1
Kohn-Sham gap   8.61 eV
Strongest force on any atom   1.0 eV/A
SMILES   CCCCn1c(CCn2nc(C)c(Br)c2C)n[nH]c1=S
LUMO level   0.63 eV
E_tot   -102134.502 eV